# 1
{"formula": "C3H14KNO7", "method": "ωB97M-V/def2-TZVPD", "spin_multiplicity": 1, "gap_ha": 0.30347, "e_lumo_ha": -0.0094, "molar_mass_g_mol": 215.243, "homo_ev": -8.51, "relative_energy_kj_mol": 541.01, "total_energy_ha": -1303.783268, "symbols": ["K", "N", "O", "O", "O", "O", "H", "H", "O", "H", "H", "O", "H", "H", "C", "C", "C", "O", "H", "H", "H", "H", "H", "H", "H", "H"], "coordinates": [[8.456, -6.152, -16.883], [11.336, -5.581, -16.458], [11.945, -4.653, -16.870], [11.814, -6.699, -16.546], [10.242, -5.379, -15.914], [7.841, -7.795, -15.733], [7.579, -8.715, -15.723], [8.514, -7.730, -15.056], [9.039, -4.600, -18.117], [8.742, -4.392, -19.003], [9.610, -3.869, -17.878], [9.987, -7.298, -18.320], [10.488, -6.824, -17.657], [10.479, -8.106, -18.462], [7.373, -4.986, -21.731], [7.509, -5.127, -20.208], [8.639, -6.114, -19.978], [7.844, -3.876, -19.621], [8.270, -4.491, -22.103], [6.396, -4.512, -21.826], [7.220, -5.888, -22.323], [6.572, -5.430, -19.740], [9.628, -5.778, -20.288], [8.437, -7.049, -20.500], [8.693, -6.428, -18.935], [7.050, -3.359, -19.777]], "forces_ev_per_a": [[-3.3, 0.1, 0.6], [0.6, 0.9, 1.4], [1.8, 3.2, -1.6], [0.2, -2.8, 0.2], [0.0, 0.0, 2.1], [-1.4, -3.2, 1.9], [-0.2, -0.4, 0.2], [0.4, -0.1, 0.4], [4.2, 2.1, 1.7], [1.8, 0.5, 1.5], [0.4, 0.2, 0.3], [0.9, -2.0, -0.2], [1.1, -0.5, 0.1], [0.3, -0.2, 0.1], [-1.2, 0.2, 0.6], [0.7, -1.8, -2.1], [-1.4, -1.0, 0.6], [-4.6, 2.4, -5.0], [-0.5, 0.4, -0.2], [0.3, 1.0, -0.9], [0.3, -0.5, 0.6], [-0.1, -0.5, -0.1], [-0.2, 0.2, 0.1], [-0.2, 0.1, -0.4], [-0.3, 0.5, -2.1], [0.1, 0.8, 0.1]]}


# 2
{"formula": "C24H45CeIP2", "method": "ωB97M-V/def2-TZVPD", "charge": 1, "spin_multiplicity": 2, "gap_ha": [0.25341, 0.25431], "e_lumo_ha": [-0.1182, -0.1172], "molar_mass_g_mol": 662.592, "homo_ev": [-10.11, -10.11], "total_energy_ha": -2396.802277, "symbols": ["Ce", "C", "C", "C", "C", "C", "C", "H", "H", "H", "C", "H", "H", "H", "C", "H", "H", "H", "C", "H", "H", "H", "C", "H", "H", "H", "C", "C", "C", "C", "C", "C", "C", "C", "H", "H", "H", "H", "H", "H", "H", "H", "H", "H", "H", "H", "P", "C", "H", "H", "H", "C", "H", "H", "H", "C", "H", "H", "H", "P", "C", "H", "H", "H", "C", "H", "H", "H", "C", "H", "H", "H", "I"], "coordinates": [[-0.398, -0.219, -0.986], [-0.228, 2.026, -2.651], [1.103, 1.648, -2.291], [0.126, -0.145, -3.413], [-0.817, 0.937, -3.367], [1.316, 0.282, -2.695], [-0.823, 3.375, -2.389], [-1.026, 3.524, -1.312], [-1.759, 3.512, -2.950], [-0.115, 4.171, -2.685], [-2.164, 0.839, -3.975], [-2.580, 1.831, -4.181], [-2.856, 0.295, -3.316], [-2.115, 0.269, -4.917], [-0.275, -1.489, -3.904], [-0.900, -1.390, -4.804], [-0.938, -2.030, -3.180], [0.564, -2.150, -4.139], [2.424, -0.575, -2.193], [3.370, -0.076, -2.437], [2.430, -1.584, -2.632], [2.413, -0.671, -1.084], [2.123, 2.572, -1.731], [2.119, 3.495, -2.331], [3.123, 2.116, -1.738], [1.901, 2.851, -0.682], [0.067, 0.734, 4.441], [0.595, 1.957, 4.318], [1.982, 2.412, 4.624], [3.087, 1.324, 4.690], [3.243, 0.446, 3.460], [2.450, -0.576, 3.109], [1.524, -1.316, 4.032], [0.720, -0.462, 5.039], [1.996, 2.947, 5.600], [2.987, 0.756, 5.627], [2.269, 3.154, 3.859], [1.335, -0.259, 5.922], [-0.964, 0.566, 4.098], [-0.054, 2.756, 3.942], [-0.100, -1.108, 5.385], [0.811, -1.929, 3.457], [2.533, -1.010, 2.112], [2.122, -2.035, 4.616], [4.037, 1.872, 4.781], [4.103, 0.708, 2.823], [-2.811, 1.227, -0.364], [-3.970, 2.088, -1.521], [-4.921, 2.357, -1.035], [-4.187, 1.470, -2.400], [-3.506, 3.014, -1.887], [-3.886, -0.155, 0.214], [-4.856, 0.241, 0.557], [-3.391, -0.683, 1.044], [-4.046, -0.883, -0.596], [-3.063, 2.408, 1.045], [-4.141, 2.549, 1.256], [-2.620, 3.382, 0.785], [-2.551, 2.044, 1.948], [0.344, -3.194, -1.009], [1.880, -3.927, -1.775], [1.832, -5.021, -1.660], [2.776, -3.558, -1.257], [1.969, -3.685, -2.843], [0.413, -4.278, 0.481], [0.502, -5.331, 0.173], [-0.511, -4.145, 1.057], [1.272, -4.013, 1.111], [-0.818, -4.293, -1.953], [-0.564, -5.348, -1.767], [-0.765, -4.101, -3.032], [-1.846, -4.105, -1.620], [0.703, 1.588, 1.093]], "forces_ev_per_a": [[0.4, 0.9, 0.6], [0.5, -0.8, -0.3], [-0.6, -0.8, -0.4], [0.6, 1.2, 0.5], [1.3, -0.2, 0.5], [-1.4, 0.5, -0.8], [0.0, 0.3, 0.0], [0.1, 0.0, -0.4], [0.4, 0.1, 0.2], [-0.3, -0.3, 0.1], [-0.3, -0.1, -0.4], [0.0, -0.3, 0.0], [0.0, 0.1, -0.2], [-0.1, 0.3, 0.3], [-0.4, -0.4, -0.2], [0.3, -0.1, 0.2], [0.3, 0.2, -0.3], [-0.1, 0.1, 0.1], [0.6, 0.0, -0.3], [0.0, -0.3, 0.2], [0.0, 0.5, 0.1], [0.0, 0.0, -0.3], [0.2, 0.4, 0.4], [0.3, -0.3, 0.1], [-0.2, 0.2, -0.1], [0.2, 0.0, -0.8], [-0.1, 1.0, 0.2], [-0.8, -0.3, 0.2], [0.5, 0.0, 0.2], [0.7, 0.1, 0.3], [-0.3, -0.1, -0.1], [0.7, 0.1, 0.4], [-0.5, 0.0, 0.1], [-0.1, -1.0, 0.1], [0.0, -0.2, -0.5], [0.1, 0.1, -0.4], [-0.1, -0.2, 0.2], [-0.3, 0.2, -0.3], [0.4, 0.2, 0.1], [0.1, -0.3, 0.0], [0.3, 0.1, 0.2], [0.2, 0.2, 0.0], [0.4, 0.0, 0.2], [-0.1, 0.1, -0.2], [-0.2, -0.1, 0.2], [-0.8, 0.1, -0.1], [-2.1, 1.3, 0.7], [0.0, 0.0, -0.5], [0.4, -0.2, 0.0], [-0.1, 0.2, 0.3], [-0.1, -0.3, 0.2], [0.1, -0.2, 0.0], [0.3, -0.3, -0.1], [-0.2, 0.2, -0.1], [-0.1, 0.2, 0.2], [0.4, 0.0, 0.2], [0.5, -0.2, -0.2], [-0.1, -0.4, 0.1], [-0.1, 0.1, -0.3], [0.7, -2.8, -0.4], [0.2, 0.5, 0.0], [0.0, 0.4, 0.0], [-0.2, -0.1, -0.2], [-0.1, -0.1, 0.3], [-0.1, 0.4, 0.5], [0.0, 0.5, 0.1], [0.2, -0.1, 0.1], [-0.3, 0.0, -0.1], [-0.4, 0.3, -0.1], [-0.1, 0.4, 0.0], [0.0, -0.1, 0.3], [0.1, -0.2, -0.1], [-0.6, -0.5, -0.1]]}


# 3
{"formula": "C2H11NO2", "method": "ωB97M-V/def2-TZVPD", "spin_multiplicity": 1, "gap_ha": 0.36853, "e_lumo_ha": 0.0222, "molar_mass_g_mol": 81.115, "homo_ev": -9.42, "relative_energy_kj_mol": 129.67, "total_energy_ha": -287.989097, "symbols": ["H", "O", "N", "H", "H", "C", "H", "H", "H", "C", "H", "H", "H", "O", "H", "H"], "coordinates": [[-0.387, 0.645, -0.685], [-0.793, 1.780, -0.701], [0.121, -0.420, -0.150], [-0.117, 2.458, -0.755], [0.390, -0.001, 0.741], [1.255, -1.055, -0.822], [2.060, -0.335, -0.980], [0.981, -1.386, -1.824], [-0.561, -1.118, 0.140], [1.855, -2.274, -0.100], [2.718, -2.017, 0.507], [1.061, -2.669, 0.557], [1.953, -3.147, -0.731], [-2.112, 1.540, 1.630], [-1.915, 2.313, 1.086], [-1.959, 0.871, 0.959]], "forces_ev_per_a": [[-0.4, 2.7, 0.0], [0.0, -1.2, -0.6], [0.3, -1.1, 0.7], [0.2, -0.2, -0.1], [0.3, 0.1, -0.2], [1.0, -0.7, -0.5], [-0.3, 0.3, 0.1], [-0.5, 0.3, 0.0], [0.0, -0.1, -0.4], [-1.7, -0.1, 0.7], [0.1, -0.3, -0.1], [0.3, 0.3, 0.3], [0.9, 0.2, -0.5], [-0.2, 0.0, 0.3], [0.1, 0.0, 0.0], [-0.1, 0.0, 0.0]]}


# 4
{"formula": "C4H6N4O", "method": "ωB97M-V/def2-TZVPD", "spin_multiplicity": 1, "gap_ha": 0.33900, "e_lumo_ha": -0.0209, "molar_mass_g_mol": 126.119, "homo_ev": -9.79, "relative_energy_kj_mol": 297.19, "total_energy_ha": -450.175460, "symbols": ["H", "N", "C", "N", "C", "N", "C", "O", "N", "C", "H", "H", "H", "H", "H"], "coordinates": [[1.116, -2.778, 0.395], [2.013, -2.264, 0.094], [2.023, -1.032, -0.081], [0.929, -0.083, -0.011], [-0.396, -0.440, -0.081], [-1.343, 0.447, 0.173], [-2.664, -0.104, 0.109], [-3.011, -1.302, -0.164], [1.387, 1.263, 0.099], [0.563, 2.265, -0.076], [2.943, -0.476, -0.186], [-0.539, -1.496, -0.327], [-3.524, 0.711, 0.508], [0.977, 3.252, -0.194], [-0.474, 2.036, -0.259]], "forces_ev_per_a": [[1.5, 1.4, -0.9], [-1.3, -1.8, 0.7], [-1.0, 1.0, 0.7], [-1.0, 0.9, 0.1], [0.4, 1.2, 0.6], [-0.7, -2.6, -0.7], [-2.5, -2.3, 0.7], [1.6, 4.9, 0.8], [-0.6, 1.1, -0.6], [1.1, -2.7, -0.4], [0.2, 0.0, -0.4], [-0.4, 0.2, 0.1], [2.3, -2.1, -1.3], [0.4, 0.1, 0.5], [-0.1, 0.7, 0.1]]}


# 5
{"formula": "C4H12", "method": "ωB97M-V/def2-TZVPD", "spin_multiplicity": 1, "gap_ha": 0.46566, "e_lumo_ha": 0.0416, "molar_mass_g_mol": 60.140, "homo_ev": -11.54, "relative_energy_kj_mol": 19.43, "total_energy_ha": -159.577571, "symbols": ["C", "C", "H", "H", "H", "H", "H", "H", "C", "C", "H", "H", "H", "H", "H", "H"], "coordinates": [[1.969, -0.856, -0.158], [2.925, 0.145, 0.454], [1.693, -1.671, 0.501], [1.057, -0.387, -0.536], [2.413, -1.308, -1.057], [3.658, 0.598, -0.218], [3.582, -0.278, 1.241], [2.417, 0.980, 0.933], [-1.767, 0.528, -0.335], [-3.153, 0.128, 0.050], [-1.695, 1.631, -0.445], [-1.055, 0.342, 0.477], [-1.393, 0.108, -1.270], [-3.246, -0.962, 0.089], [-3.884, 0.448, -0.705], [-3.521, 0.554, 0.981]], "forces_ev_per_a": [[0.1, -0.1, -1.2], [0.9, 0.3, 1.1], [-0.1, 0.0, 0.2], [0.0, 0.0, 0.3], [0.0, -0.1, 0.3], [-0.3, -0.1, -0.5], [-0.5, -0.1, -0.3], [-0.2, 0.0, 0.0], [1.0, 1.6, 0.4], [-1.2, -0.6, -0.7], [-0.2, -0.5, -0.1], [0.0, -0.4, -0.2], [-0.2, -0.2, 0.2], [0.0, 0.1, 0.2], [0.2, 0.0, 0.0], [0.3, 0.0, 0.2]]}


# 6
{"formula": "C5H7BFNO2", "method": "ωB97M-V/def2-TZVPD", "spin_multiplicity": 1, "gap_ha": 0.32380, "e_lumo_ha": 0.0064, "molar_mass_g_mol": 142.926, "homo_ev": -8.64, "relative_energy_kj_mol": 434.70, "total_energy_ha": -524.620273, "symbols": ["B", "C", "C", "C", "C", "C", "N", "O", "O", "F", "H", "H", "H", "H", "H", "H", "H"], "coordinates": [[-1.554, 0.264, -0.338], [1.583, 0.742, 0.981], [0.552, 0.267, 1.642], [1.781, 0.339, -0.376], [0.432, -1.509, -0.578], [-0.662, -0.838, 0.198], [1.430, -0.557, -1.162], [-2.865, 0.269, -0.392], [-0.818, 1.406, -0.703], [-1.113, -1.783, 1.044], [2.306, 1.376, 1.548], [0.036, 0.110, 2.525], [2.388, 1.019, -0.905], [1.091, -2.181, -0.032], [0.020, -1.955, -1.458], [-3.216, 1.130, -0.689], [-1.390, 1.900, -1.305]], "forces_ev_per_a": [[2.4, 1.8, 0.0], [-0.6, -0.2, 3.2], [-1.8, -1.9, -4.7], [1.9, 2.3, -1.5], [1.3, 1.5, -1.3], [4.0, 0.0, 3.3], [-2.0, -1.6, 0.4], [-2.5, 0.2, -0.3], [-1.0, -0.5, -0.6], [-1.6, -0.8, 0.6], [-0.2, -0.5, -1.0], [-0.4, 0.3, 1.8], [1.4, 1.1, -0.4], [-0.8, -0.5, 0.5], [-0.3, -0.9, -0.3], [0.0, -0.7, 0.3], [0.4, 0.4, 0.0]]}


What did the third record say?
{"formula": "C2H11NO2", "method": "ωB97M-V/def2-TZVPD", "spin_multiplicity": 1, "gap_ha": 0.36853, "e_lumo_ha": 0.0222, "molar_mass_g_mol": 81.115, "homo_ev": -9.42, "relative_energy_kj_mol": 129.67, "total_energy_ha": -287.989097, "symbols": ["H", "O", "N", "H", "H", "C", "H", "H", "H", "C", "H", "H", "H", "O", "H", "H"], "coordinates": [[-0.387, 0.645, -0.685], [-0.793, 1.780, -0.701], [0.121, -0.420, -0.150], [-0.117, 2.458, -0.755], [0.390, -0.001, 0.741], [1.255, -1.055, -0.822], [2.060, -0.335, -0.980], [0.981, -1.386, -1.824], [-0.561, -1.118, 0.140], [1.855, -2.274, -0.100], [2.718, -2.017, 0.507], [1.061, -2.669, 0.557], [1.953, -3.147, -0.731], [-2.112, 1.540, 1.630], [-1.915, 2.313, 1.086], [-1.959, 0.871, 0.959]], "forces_ev_per_a": [[-0.4, 2.7, 0.0], [0.0, -1.2, -0.6], [0.3, -1.1, 0.7], [0.2, -0.2, -0.1], [0.3, 0.1, -0.2], [1.0, -0.7, -0.5], [-0.3, 0.3, 0.1], [-0.5, 0.3, 0.0], [0.0, -0.1, -0.4], [-1.7, -0.1, 0.7], [0.1, -0.3, -0.1], [0.3, 0.3, 0.3], [0.9, 0.2, -0.5], [-0.2, 0.0, 0.3], [0.1, 0.0, 0.0], [-0.1, 0.0, 0.0]]}


Repeat the third record exactly.
{"formula": "C2H11NO2", "method": "ωB97M-V/def2-TZVPD", "spin_multiplicity": 1, "gap_ha": 0.36853, "e_lumo_ha": 0.0222, "molar_mass_g_mol": 81.115, "homo_ev": -9.42, "relative_energy_kj_mol": 129.67, "total_energy_ha": -287.989097, "symbols": ["H", "O", "N", "H", "H", "C", "H", "H", "H", "C", "H", "H", "H", "O", "H", "H"], "coordinates": [[-0.387, 0.645, -0.685], [-0.793, 1.780, -0.701], [0.121, -0.420, -0.150], [-0.117, 2.458, -0.755], [0.390, -0.001, 0.741], [1.255, -1.055, -0.822], [2.060, -0.335, -0.980], [0.981, -1.386, -1.824], [-0.561, -1.118, 0.140], [1.855, -2.274, -0.100], [2.718, -2.017, 0.507], [1.061, -2.669, 0.557], [1.953, -3.147, -0.731], [-2.112, 1.540, 1.630], [-1.915, 2.313, 1.086], [-1.959, 0.871, 0.959]], "forces_ev_per_a": [[-0.4, 2.7, 0.0], [0.0, -1.2, -0.6], [0.3, -1.1, 0.7], [0.2, -0.2, -0.1], [0.3, 0.1, -0.2], [1.0, -0.7, -0.5], [-0.3, 0.3, 0.1], [-0.5, 0.3, 0.0], [0.0, -0.1, -0.4], [-1.7, -0.1, 0.7], [0.1, -0.3, -0.1], [0.3, 0.3, 0.3], [0.9, 0.2, -0.5], [-0.2, 0.0, 0.3], [0.1, 0.0, 0.0], [-0.1, 0.0, 0.0]]}